[1]
{"formula": "C25H37N3O4", "method": "wB97M-V/def2-TZVPD", "symbols": ["C", "H", "H", "H", "H", "H", "C", "H", "H", "C", "H", "H", "H", "H", "C", "H", "C", "H", "N", "H", "C", "C", "H", "O", "H", "C", "C", "H", "H", "C", "H", "C", "C", "C", "N", "H", "C", "H", "H", "O", "C", "H", "C", "C", "C", "H", "C", "H", "H", "H", "H", "C", "H", "C", "C", "N", "O", "H", "H", "C", "C", "C", "H", "H", "H", "H", "H", "O", "H"], "positions_angstrom": [[-3.72, 3.58, -0.45], [-4.55, 4.25, -0.69], [-2.85, 5.69, -2.06], [1.29, -5.31, -3.80], [-1.16, 2.75, -0.33], [-2.89, 1.75, -1.26], [0.33, 1.57, 1.39], [-0.22, -3.18, -1.09], [2.41, -2.63, 0.11], [1.51, 1.16, 0.45], [1.21, 3.78, -1.53], [-3.26, 2.30, -3.63], [2.94, -1.71, 4.90], [2.45, -2.07, 2.49], [0.57, 3.08, 1.54], [2.43, 4.12, 0.80], [1.50, -3.91, -2.17], [0.14, -7.07, -2.46], [1.41, -0.32, 2.22], [-1.19, 3.18, -2.59], [0.76, -5.05, -2.87], [-3.65, 2.49, -1.52], [-1.14, 5.50, -1.71], [2.54, 2.04, 0.89], [1.69, -6.63, -1.74], [1.37, 3.00, -0.81], [1.80, -0.28, 0.82], [1.96, -0.24, 4.88], [2.86, -0.51, 0.71], [-2.44, 4.41, -0.39], [-0.06, -6.78, 0.00], [0.71, -4.77, 0.05], [0.57, -2.21, 3.53], [-3.33, 3.09, -2.88], [1.47, -2.45, -0.20], [0.87, -3.08, 4.11], [1.80, -1.42, 3.09], [0.00, -2.54, 2.67], [1.72, -5.09, 0.31], [-0.21, -0.95, -0.34], [-2.01, 3.87, -2.83], [1.54, -3.03, -2.82], [1.19, 1.69, -0.92], [0.68, -6.27, -1.96], [2.59, -0.89, 4.28], [0.19, -4.50, 0.97], [0.78, -3.54, -0.87], [2.52, -4.21, -1.95], [-0.65, 1.30, 1.00], [-1.05, -5.60, -0.87], [-4.61, 1.97, -1.57], [-2.09, 4.97, -1.77], [-0.24, -4.72, -3.14], [0.91, -1.25, 0.02], [1.83, 3.24, 0.61], [-1.35, 3.61, 0.14], [0.16, 0.87, 3.72], [-3.91, 3.14, 0.52], [-2.56, 5.24, 0.31], [-0.56, 4.03, 1.14], [0.60, 0.70, 2.61], [-0.02, -5.91, -0.66], [0.86, 3.33, 2.56], [-4.13, 3.77, -3.18], [3.45, -0.31, 3.94], [-0.06, -1.58, 4.14], [0.82, 1.10, -1.73], [-0.68, 5.11, 1.69], [-1.80, 4.31, -3.80]], "lowdin_charge": [-0.14, 0.12, 0.12, 0.11, 0.11, 0.11, -0.06, 0.15, 0.14, -0.35, 0.11, 0.11, 0.08, 0.13, -0.07, 0.16, -0.15, 0.11, 0.03, 0.10, -0.20, -0.20, 0.11, 0.01, 0.11, 0.00, -0.08, 0.08, 0.17, -0.30, 0.11, -0.15, -0.03, -0.20, 0.12, 0.08, -0.36, 0.07, 0.12, 0.08, -0.20, 0.12, 0.03, -0.21, -0.04, 0.11, -0.32, 0.12, 0.16, 0.12, 0.11, -0.14, 0.12, -0.42, -0.21, 0.11, 0.10, 0.12, 0.15, -0.44, -0.38, -0.20, 0.16, 0.11, 0.08, 0.08, 0.12, 0.07, 0.11], "multiplicity": 1, "e_above_lowest_kj_mol": 123.1, "homo_lumo_gap_ev": 9.59, "energy_ev": -39187.7972}

[2]
{"formula": "C25H37N3P", "method": "wB97M-V/def2-TZVPD", "symbols": ["H", "H", "H", "C", "H", "C", "H", "C", "H", "H", "H", "C", "C", "C", "N", "C", "H", "C", "H", "H", "H", "C", "H", "H", "C", "H", "H", "H", "H", "H", "H", "H", "H", "C", "C", "H", "N", "C", "H", "H", "C", "H", "C", "H", "C", "C", "H", "C", "H", "C", "H", "C", "C", "H", "C", "H", "C", "C", "P", "H", "H", "H", "N", "H", "C", "H"], "positions_angstrom": [[-0.66, 3.24, -3.30], [4.04, -3.92, -0.71], [-4.23, 1.54, -0.57], [0.45, -0.45, 3.57], [-2.59, 4.24, -2.09], [0.51, 0.86, 2.82], [-4.49, 0.67, 3.66], [-3.90, 0.73, 2.75], [2.31, -1.22, -5.40], [2.55, -0.57, -2.99], [-1.82, 4.11, -0.48], [-2.43, 3.58, -1.23], [-4.50, 1.10, 1.55], [-2.37, 1.04, 0.45], [-1.41, 1.48, -0.50], [1.60, -0.98, -3.34], [0.82, -1.28, 2.96], [-2.63, 1.52, -2.63], [4.71, -2.33, -0.30], [0.09, 1.73, -2.74], [-0.10, -1.43, -0.37], [2.07, -1.67, -0.46], [2.61, -4.48, 2.55], [-2.14, 0.59, -2.95], [-0.43, 2.65, -2.40], [0.15, -2.18, -6.22], [1.43, -2.25, 1.53], [-2.06, 0.21, 3.79], [-0.55, -0.70, 3.91], [4.38, -4.25, 2.42], [-3.60, 1.28, -2.21], [0.25, 3.25, -1.77], [0.77, 0.31, -0.53], [-1.76, 0.66, 1.67], [-2.52, 0.48, 2.83], [2.90, -1.68, -1.19], [-0.35, 0.81, 1.62], [0.81, -1.14, -0.95], [0.75, 2.09, 4.58], [-1.58, -1.52, -2.24], [1.48, -1.33, -4.70], [2.07, 2.08, 1.84], [1.95, 1.11, 2.36], [-2.79, 2.15, -3.52], [-0.85, -1.89, -4.28], [-3.75, 1.23, 0.37], [0.04, 2.96, 3.18], [-1.73, 2.30, -1.68], [2.31, 0.30, 1.71], [2.26, -2.30, 0.77], [2.61, 1.13, 3.25], [0.06, 2.00, 3.73], [4.37, -3.28, 0.13], [-5.57, 1.32, 1.52], [3.42, -3.74, 2.40], [5.18, -3.76, 0.66], [-0.71, -1.51, -2.93], [0.23, -1.81, -5.17], [0.16, 1.61, 0.19], [-3.41, 3.36, -0.79], [-1.83, -2.26, -4.65], [3.38, -3.00, 3.23], [3.32, -3.03, 1.11], [1.10, -0.36, 4.46], [0.58, -1.22, -2.43], [-0.94, 1.81, 4.13]], "lowdin_charge": [0.10, 0.11, 0.09, -0.02, 0.10, -0.63, 0.11, -0.07, 0.11, 0.12, 0.10, -0.03, -0.06, -0.19, -0.17, -0.06, 0.06, -0.02, 0.09, 0.08, 0.13, -0.10, 0.10, 0.07, -0.08, 0.12, 0.12, 0.09, 0.07, 0.08, 0.07, 0.06, 0.00, -0.19, -0.03, 0.09, -0.17, -0.13, 0.10, 0.12, -0.06, 0.06, -0.08, 0.10, -0.07, -0.02, 0.10, -0.63, 0.07, -0.11, 0.10, -0.03, -0.04, 0.11, -0.02, 0.08, -0.05, -0.07, 1.18, 0.07, 0.12, 0.10, -0.21, 0.11, -0.25, 0.07], "multiplicity": 1, "total_charge": 1, "homo_lumo_gap_ev": 5.90, "energy_ev": -40277.5639}

[3]
{"formula": "C25H38ClN6O2TeV", "method": "wB97M-V/def2-TZVPD", "symbols": ["H", "N", "H", "C", "Cl", "H", "C", "Te", "H", "C", "C", "H", "O", "C", "C", "H", "C", "H", "C", "H", "H", "C", "C", "H", "H", "H", "C", "H", "C", "N", "C", "C", "H", "V", "C", "H", "N", "H", "O", "H", "H", "N", "H", "H", "H", "H", "C", "N", "H", "C", "N", "H", "C", "H", "H", "C", "H", "H", "H", "H", "H", "H", "C", "C", "C", "H", "C", "H", "C", "H", "C", "H", "H", "H"], "positions_angstrom": [[-3.05, -5.12, 2.89], [-0.70, -1.10, 0.40], [2.02, -4.36, -3.63], [-3.42, -1.94, -0.45], [-0.25, 3.89, 6.41], [2.46, 7.16, -0.04], [1.23, 1.22, -3.15], [2.13, 4.48, -0.48], [2.83, -2.85, 1.69], [-3.22, -3.61, 1.37], [0.21, 2.31, 2.22], [-4.33, -0.09, -1.10], [1.43, 1.89, 0.20], [-0.07, 3.27, 4.80], [0.17, 5.10, 0.11], [0.72, -0.47, 2.40], [1.03, -2.44, -5.07], [2.10, 6.94, -1.75], [-1.30, -2.15, 1.04], [-4.13, -0.23, 0.66], [-0.48, 4.24, 0.18], [1.81, -2.79, 1.31], [1.23, -1.22, -2.97], [-2.18, 2.97, 4.54], [2.03, -3.54, -2.06], [0.49, -3.99, -2.83], [0.82, -2.62, 2.47], [-3.45, -1.99, -2.62], [1.33, 2.69, 2.95], [0.75, -1.24, -1.78], [-3.67, -0.44, -0.31], [0.98, -1.24, 3.12], [-4.40, -2.43, -0.44], [-0.02, 0.08, -0.50], [0.31, 1.90, 0.78], [2.31, 2.61, 2.49], [0.28, 1.35, -2.31], [-2.57, -3.34, -1.88], [-0.79, 1.71, 0.16], [1.60, -3.72, 0.76], [1.87, 3.12, -3.24], [1.53, -2.35, -3.70], [-1.91, 2.08, 2.22], [-2.73, 0.12, -0.37], [1.00, -1.46, -5.54], [0.08, 2.31, -2.05], [1.19, 3.17, 4.24], [1.60, -0.04, -3.58], [1.07, -3.37, 3.22], [-2.62, -2.55, 0.69], [1.86, 2.26, -3.78], [-1.85, -1.71, -1.92], [-2.57, -4.30, 2.37], [0.02, -2.86, -5.09], [2.01, -1.09, 3.44], [-1.05, 2.39, 2.80], [2.06, 3.47, 4.81], [1.69, -3.09, -5.65], [-4.23, -3.89, 1.11], [3.72, 6.58, -1.13], [2.71, 2.08, -4.28], [0.50, -2.17, -1.49], [-1.27, -3.93, 2.70], [2.66, 6.54, -0.91], [-0.62, -2.89, 2.05], [0.32, -1.15, 3.98], [-1.20, 2.88, 4.09], [0.22, 5.58, 1.09], [-2.78, -2.27, -1.81], [1.73, -1.95, 0.63], [1.50, -3.63, -3.01], [-0.75, -4.47, 3.48], [2.24, -0.12, -4.35], [-0.22, 5.80, -0.62]], "lowdin_charge": [0.10, -0.12, 0.09, -0.37, 0.66, -0.01, -0.48, 1.25, 0.08, -0.06, -0.16, 0.08, -0.20, -0.67, -0.40, 0.04, -0.05, -0.01, -0.22, 0.08, -0.01, -0.07, -0.38, 0.11, 0.09, 0.10, -0.37, 0.08, -0.02, 0.07, -0.06, -0.06, 0.12, 0.79, -0.69, 0.11, 0.10, 0.08, -0.15, 0.08, 0.03, -0.16, 0.12, 0.04, 0.08, 0.07, -0.09, 0.15, 0.12, -0.14, 0.16, 0.04, -0.10, 0.10, 0.08, 0.00, 0.11, 0.09, 0.11, -0.02, 0.10, 0.06, -0.06, -0.48, -0.14, 0.09, -0.09, 0.01, -0.07, 0.04, -0.05, 0.11, 0.14, 0.01], "multiplicity": 3, "e_above_lowest_kj_mol": 79.0, "s2": 2.0560, "homo_lumo_gap_ev": [6.73, 6.94], "energy_ev": -85082.1067}